Run A
C5H5NO2 as an isolated structure, computed with wB97M-V/def2-TZVPD.

Geometry (Å):
C  0.20140  2.20034  0.82844
C  -0.57143  0.10124  0.02193
C  0.02275  -1.19451  -0.31862
C  -0.58444  -2.33407  -0.22071
C  1.21627  -1.13281  -1.19019
H  1.01464  3.06053  0.13624
H  0.78096  1.73925  1.55687
H  -0.94099  2.62323  0.91437
H  -0.53843  -3.11831  -0.58950
H  -1.50854  -2.34225  0.22342
N  2.27643  -1.01722  -1.82276
O  0.23269  1.22348  -0.30068
O  -1.60132  0.19111  0.76118

## Properties
HOMO energy, eV: -10.863
M, g mol⁻¹: 111.100

Results of the Löwdin charge analysis, in e, for atoms 1 through 2: atom 1 (C): -0.027, atom 2 (C): -0.367



Run B
One molecule with the formula C5H5NO2, computed with wB97M-V/def2-TZVPD.

Geometry (Å):
C  1.16391  -0.35572  -0.04384
C  1.22141  1.03998  -0.01036
C  -0.03671  1.68898  0.06150
C  -1.21070  -0.20972  0.02613
C  -0.07081  -1.01402  -0.01100
H  2.96972  -0.55818  0.49468
H  2.19885  1.56738  -0.04286
H  -0.13118  2.79870  0.08214
H  -2.41586  -1.79358  -0.03924
H  -0.03323  -2.02720  0.25015
N  -1.23136  1.11197  -0.07017
O  2.35365  -1.00345  -0.06328
O  -2.40006  -0.83003  0.01474

## Properties
HOMO energy, eV: -9.067
M, g mol⁻¹: 111.100

Results of the Löwdin charge analysis, in e, for atoms 1 through 2: atom 1 (C): -0.326, atom 2 (C): -0.014



Taking the most stable structure as the zero point, the relative energies in hartree are run A 0.1784; run B 0.0000.



Run A
One molecule with the formula C5H5NO2, computed with wB97M-V/def2-TZVPD.

Geometry (Å):
C  0.96298  -0.73628  0.24601
C  2.30706  -0.71502  -0.18679
C  -1.04558  0.78488  0.21054
C  -2.16015  -0.13536  0.09510
C  -3.07579  -0.82135  -0.16322
H  0.68285  2.28132  0.47100
H  0.21935  -1.46919  0.63921
H  2.85181  0.29079  -0.62072
H  2.92659  -1.64883  -0.51372
H  -3.74598  -1.66828  -0.43431
N  0.23792  0.43929  0.54129
O  1.13897  1.46708  -0.13045
O  -1.30002  1.93095  -0.15395

## Properties
HOMO energy, eV: -9.237
M, g mol⁻¹: 111.100

Results of the Löwdin charge analysis, in e, for atoms 1 through 2: atom 1 (C): -0.152, atom 2 (C): 0.011



Run B
One molecule with the formula C5H5NO2, computed with wB97M-V/def2-TZVPD.

Geometry (Å):
C  -1.02628  -0.96714  0.78216
C  1.12865  0.09194  -0.15386
C  -0.32828  -0.42162  -0.46532
C  1.00656  1.37297  0.05710
O  2.17329  -0.66072  -0.55719
C  -0.69413  1.59931  -0.17147
O  -0.45564  -0.98364  -1.56235
N  -1.53460  2.39535  -0.08002
H  1.79185  -1.42372  -1.03658
H  1.53719  2.30413  -0.01650
H  -0.64921  -1.97318  0.97701
H  -0.85235  -0.32993  1.64832
H  -2.09703  -1.00375  0.57871

## Properties
HOMO energy, eV: -10.291
M, g mol⁻¹: 111.100

Results of the Löwdin charge analysis, in e, for atoms 1 through 2: atom 1 (C): -0.004, atom 2 (C): -0.308



Taking the most stable structure as the zero point, the relative energies in hartree are run A 0.0942; run B 0.0000.



Run A
One molecule with the formula C5H5NO2, computed with wB97M-V/def2-TZVPD.

Geometry (Å):
C  1.20242  0.88727  0.71713
C  0.40456  0.12106  -0.29046
C  0.16511  -1.34666  0.24141
C  -1.13584  0.49184  -0.18269
C  -1.78722  0.06749  -1.38037
H  1.93920  0.12454  1.04297
H  0.50267  1.02381  1.65895
H  1.54515  1.78126  0.17353
H  0.82571  0.03786  -1.35912
H  1.06574  -2.07418  0.35776
N  -2.04410  -0.59869  -2.33202
O  -0.98205  -1.61777  0.68677
O  -1.70136  1.10217  0.66615

## Properties
HOMO energy, eV: -10.657
M, g mol⁻¹: 111.100

Results of the Löwdin charge analysis, in e, for atoms 1 through 2: atom 1 (C): -0.063, atom 2 (C): -0.270



Run B
One molecule with the formula C5H5NO2, computed with wB97M-V/def2-TZVPD.

Geometry (Å):
C  0.21942  -0.14979  0.04677
C  0.10085  -1.53399  -0.29394
C  -0.88388  0.65066  0.64265
C  -0.91477  0.66905  -0.85522
C  1.67904  0.17045  0.29019
N  2.76610  0.40467  -0.09103
O  3.95923  0.47494  -0.07260
O  -0.86840  -2.17957  0.18863
H  -1.78022  0.13520  1.01225
H  -0.77052  1.54275  1.23726
H  -1.52654  -0.11450  -1.48646
H  -0.56011  1.55309  -1.38214
H  -1.42021  -1.62295  0.76366

## Properties
HOMO energy, eV: -8.632
M, g mol⁻¹: 111.100

Results of the Löwdin charge analysis, in e, for atoms 1 through 2: atom 1 (C): -0.386, atom 2 (C): -0.124



Run C
A 2-piece molecular cluster, C5H5NO2 overall, computed with wB97M-V/def2-TZVPD.

Geometry (Å):
C  -0.04588  -0.71989  -1.23494
C  2.35704  1.47507  -0.94718
C  -1.46890  -0.43295  0.56462
C  -0.32734  -0.13166  1.42093
C  -1.31836  -0.75837  -0.68958
N  0.95852  -0.79965  -1.80745
O  1.75303  2.26760  -1.45190
O  2.86881  0.65383  -0.32092
H  0.51721  -0.16442  0.69612
H  -2.51073  -0.25899  0.99398
H  -0.40282  0.77791  1.98075
H  -0.15356  -1.06037  2.08042
H  -2.22702  -0.84810  -1.28485

## Properties
HOMO energy, eV: -10.252
M, g mol⁻¹: 111.100

Results of the Löwdin charge analysis, in e, for atoms 1 through 2: atom 1 (C): -0.240, atom 2 (C): -0.512



Run D
C5H5NO2 as an isolated structure, computed with wB97M-V/def2-TZVPD.

Geometry (Å):
C  1.74692  0.02095  0.17667
C  0.30504  0.06396  -0.00414
C  -1.71513  -0.77158  -0.02020
C  -1.73655  0.82859  -0.21794
C  -0.49827  1.23991  -0.07760
H  1.37836  -1.99681  -0.96811
H  2.16526  1.06072  -0.32334
H  1.94074  0.00212  1.41186
H  -2.65680  1.32782  -0.22473
H  -0.02258  2.10717  0.23568
N  -0.36142  -1.04492  0.09750
O  2.14726  -1.30575  -0.18739
O  -2.69283  -1.53218  0.10172

## Properties
HOMO energy, eV: -10.146
M, g mol⁻¹: 111.100

Results of the Löwdin charge analysis, in e, for atoms 1 through 2: atom 1 (C): -0.242, atom 2 (C): -0.332



Taking the most stable structure as the zero point, the relative energies in hartree are run A 0.0731; run B 0.2438; run C 0.0000; run D 0.1397.



Run A
An isolated ion of composition C5H7N2O and charge +1, computed with wB97M-V/def2-TZVPD.

Geometry (Å):
C  -1.02963  -0.58153  2.58325
C  -0.32477  -0.91938  1.56063
C  0.96911  1.84811  1.28322
C  -0.17837  0.89711  0.55274
C  0.22437  -1.25844  -0.87108
N  -1.20496  0.57529  1.53092
N  0.46480  -0.47744  0.35431
O  2.06574  1.41993  1.30929
H  0.37918  2.67149  1.65365
H  -0.62172  1.32965  -0.34766
H  0.13459  -2.24336  -0.57033
H  -0.48525  -0.96747  -1.61398
H  1.19883  -1.23317  -1.32410
H  -2.15200  0.62177  1.19593
H  1.45885  -0.29501  0.29855

## Properties
HOMO energy, eV: -14.115
Charge: +1
M, g mol⁻¹: 111.124

Results of the Löwdin charge analysis, in e, for atoms 1 through 2: atom 1 (C): 0.133, atom 2 (C): 0.025



Run B
An isolated ion of composition C5H7N2O and charge +1, computed with wB97M-V/def2-TZVPD.

Geometry (Å):
C  1.00316  0.21538  0.66587
C  1.73902  -0.21889  2.75717
C  2.23189  0.39306  1.54889
C  -0.82502  0.25602  0.16889
C  -1.67708  -0.70922  -0.66920
N  -0.07099  -0.19998  1.27689
N  0.40363  0.79849  -0.44326
O  1.49581  -0.48291  3.83601
H  3.22652  -0.01766  1.19824
H  2.29307  1.48701  1.67375
H  -1.61102  0.91339  0.40237
H  -2.36624  -1.29806  0.01177
H  -0.85047  -1.35964  -0.92971
H  -1.99326  -0.29438  -1.63961
H  0.65967  0.66719  -1.42952

## Properties
HOMO energy, eV: -14.289
Charge: +1
M, g mol⁻¹: 111.124

Results of the Löwdin charge analysis, in e, for atoms 1 through 2: atom 1 (C): -0.319, atom 2 (C): 0.047



Taking the most stable structure as the zero point, the relative energies in hartree are run A 0.1818; run B 0.0000.



Run A
A 2-piece molecular cluster, C3H7O2S overall, computed with wB97M-V/def2-TZVPD.

Geometry (Å):
C  1.27596  -1.18853  -0.84357
C  0.84985  0.15338  -0.32690
S  1.94503  0.53420  1.26585
H  2.27572  -0.87502  -1.37517
H  1.40571  -1.94921  -0.04701
H  0.57278  -1.40972  -1.66712
H  -0.23256  0.22496  -0.00083
H  0.98738  1.04386  -0.95852
H  0.93934  1.22567  1.66123
O  -2.03775  -1.16777  -0.50447
C  -2.46487  0.01896  -0.60146
O  -1.90064  1.05131  -0.26418
H  -3.52735  0.22099  -1.08534

## Properties
HOMO energy, eV: -4.252
Charge: -1
M, g mol⁻¹: 107.154

Results of the Löwdin charge analysis, in e, for atoms 1 through 2: atom 1 (C): -0.223, atom 2 (C): -0.541



Run B
A 2-piece molecular cluster, C3H7O2S overall, computed with wB97M-V/def2-TZVPD.

Geometry (Å):
O  2.96034  -1.09198  1.26241
C  1.86983  -0.63021  1.07138
C  0.92617  -1.41367  0.14691
C  -0.51854  -1.02880  -0.00086
S  -0.76469  0.84970  0.12137
H  1.56023  0.36020  1.43272
H  0.88627  -2.31342  0.78776
H  1.39059  -1.56371  -0.82719
H  -1.16629  -1.46309  0.76735
H  -1.05700  -1.29315  -0.90889
H  -1.63297  2.55652  -1.35705
H  -2.06522  3.86305  -0.95375
O  -2.38873  3.16855  -1.54216

## Properties
HOMO energy, eV: -2.923
Charge: -1
M, g mol⁻¹: 107.154

Results of the Löwdin charge analysis, in e, for atoms 1 through 2: atom 1 (O): -0.007, atom 2 (C): -0.310



Taking the most stable structure as the zero point, the relative energies in hartree are run A 0.0000; run B 0.0133.